90
Properties=species:S:1:pos:R:3:forces:R:3 method="wB97M-V/def2-TZVPD" gap_ev="5.3052 / 5.3205" homo_energy_ev="-6.83 / -6.87" e_lumo_ev="-1.53 / -1.55" energy_ev=-421956.4751
C 0.2514 1.3521 3.6132 -0.316 0.286 0.488
C 2.6057 -1.5839 -3.4146 0.051 -0.050 -0.154
N -0.8034 -2.8635 -2.9688 -0.638 -0.401 0.130
H 3.9180 1.6904 4.5865 0.066 0.017 0.013
C 0.1158 5.5728 -0.0417 -0.026 0.035 -0.062
O -1.3055 -0.6507 -4.4405 0.144 -0.147 0.214
H -3.2064 -0.3341 2.9643 0.162 -0.084 0.119
Br -5.7416 -4.2119 0.3557 0.008 0.003 0.040
C 1.0688 -0.1107 -4.5461 -0.222 0.023 -0.032
H -1.0671 0.1868 -6.3312 -0.037 -0.012 0.083
C 2.8722 1.1238 -1.4058 -0.088 0.089 -0.066
H 2.2022 2.9487 5.8898 0.043 0.065 0.091
H 4.3419 -3.6075 1.9397 -0.009 0.326 -0.344
N -1.2757 0.1139 2.2963 -3.141 -1.743 -0.526
H -0.6030 -3.8277 -3.2052 -0.207 0.145 -0.082
C -0.0144 -0.8590 -4.0982 0.250 -0.456 0.121
H -2.6880 0.2378 -5.5794 0.115 0.056 -0.020
C -2.1027 1.7820 3.9448 0.530 -0.632 -0.789
O 5.2051 -3.6688 1.3906 0.077 -0.352 0.253
H -3.0656 -5.0884 -0.4944 -0.031 -0.054 -0.049
C -2.3948 -0.6134 2.2945 1.744 1.556 0.528
C 2.3764 -2.3015 2.1055 0.124 0.243 -0.331
Br 1.3661 6.1588 2.4602 0.045 -0.037 0.046
O 0.4464 1.4870 0.5043 0.080 1.663 -1.083
C -1.1022 1.0937 3.2634 -0.221 1.431 1.436
O 2.9793 -3.2494 2.6199 0.333 -0.517 0.150
C -4.0033 -1.3788 -1.9754 -0.291 0.149 -0.047
C -3.9473 0.6293 -0.6945 0.672 -0.029 0.026
H -2.7712 -3.3568 -2.9133 0.009 -0.093 0.102
C 3.1236 -0.1067 -0.6263 -0.255 0.138 0.028
Br -0.5837 2.2452 -2.4028 0.150 0.028 0.031
H 0.9047 0.7495 -5.1744 -0.032 0.103 -0.060
C -1.6186 0.3408 -5.3978 -0.057 0.204 -0.159
O 1.6830 3.2103 2.1642 0.273 0.043 0.190
C -2.5835 -1.4689 -1.9835 0.174 0.167 -0.100
H 1.7067 -3.2051 -2.3312 -0.003 -0.032 0.051
H -0.2498 3.5247 6.1912 0.013 0.092 0.112
H 5.0880 -0.6939 -1.2199 -0.114 0.103 -0.001
C 1.5400 -2.3322 -2.9490 -0.243 0.117 -0.076
H 3.6474 1.2811 -2.1494 0.100 -0.003 -0.057
C -3.8416 -2.3831 1.3973 0.361 0.187 -0.029
O -0.2880 -1.8550 0.9343 -1.027 -3.895 -0.326
H -2.5864 3.1743 5.4901 -0.039 0.077 0.000
H 3.1877 0.0935 -4.6106 0.059 0.091 0.000
N 4.2573 -0.8295 -0.6600 -0.029 -0.112 0.199
H -4.6967 -1.9171 1.8648 -0.090 0.035 0.015
C 5.3136 -2.7810 0.4414 -0.462 0.363 0.058
C -1.4641 -2.4165 0.8668 -0.650 0.756 0.505
C -2.5906 0.5359 -0.5936 -0.402 0.705 0.317
H -4.5514 -2.1535 -2.4919 -0.139 -0.097 -0.057
C -0.1487 3.3425 -0.9220 0.041 -0.280 0.008
C -1.6579 -3.6222 0.1866 0.087 -0.270 0.183
H -5.7491 -0.3176 -1.4215 -0.165 0.000 -0.017
Br -1.1044 5.4258 -2.6181 -0.035 0.078 -0.127
H -4.4697 1.4595 -0.2437 -0.013 0.108 0.123
C 0.5646 2.1980 4.7084 -0.157 -0.297 -0.344
O 1.3765 -1.7043 2.5730 -0.164 0.134 -0.091
H 2.8422 1.9941 -0.7439 -0.029 -0.075 -0.022
H -0.7927 -4.0985 -0.2523 0.050 -0.008 0.004
C -1.8256 -0.4916 -1.2222 0.835 0.022 -0.169
H 1.9131 1.0368 -1.9177 -0.004 0.088 0.059
C 0.4132 2.7828 0.2298 -0.160 2.257 -0.036
C -1.7854 2.6612 4.9789 0.371 0.295 0.404
Br -0.1706 7.4333 -0.2134 0.044 -0.066 0.104
C 0.2394 -1.9829 -3.2857 0.641 0.609 -0.233
C 2.8699 1.6270 4.3414 -0.329 0.356 0.614
C 0.7535 5.0590 1.0587 -0.055 0.333 0.040
H 3.6166 -1.8868 -3.1826 0.025 0.003 0.013
C 4.1667 -1.8400 0.2594 -0.381 -0.288 0.407
Mo 0.3972 -0.1596 1.0885 1.568 -0.182 1.561
H 3.2049 0.3617 2.6325 -0.054 -0.002 0.010
O 6.2719 -2.6649 -0.2871 0.153 -0.034 -0.115
C -2.9176 -4.1690 0.0517 0.331 0.351 0.371
C 1.0106 3.6630 1.2269 -0.156 -0.413 -0.420
H -1.4166 1.3419 -5.0096 0.019 0.000 -0.046
N 1.2051 0.7363 2.8871 0.853 -0.053 0.276
C 2.9298 -1.6946 0.8451 0.647 -0.200 0.070
C -4.6738 -0.3583 -1.3793 -0.293 -0.470 -0.336
C 1.9221 2.3135 5.0635 0.324 -0.284 -0.409
C -0.4843 2.8607 5.3748 -0.262 -0.180 -0.171
C -2.0642 -2.5776 -2.6487 0.299 0.252 0.256
C 2.4700 0.8631 3.2500 -0.622 -0.179 -0.484
C 2.3621 -0.4790 -4.2148 0.027 -0.125 0.008
N 2.2891 -0.6212 0.2717 1.056 -0.356 -0.724
O -0.5554 -0.5300 -1.0837 -0.815 -0.241 -0.082
C -2.5712 -1.7827 1.5225 0.150 -1.301 -1.164
H -3.1372 1.6567 3.6661 -0.132 -0.049 -0.038
C -3.9994 -3.5189 0.6423 -0.306 -0.114 0.024
H -2.0442 1.2853 -0.0278 -0.049 -0.114 -0.171
C -0.3056 4.7139 -1.0638 -0.155 0.145 -0.227

84
Properties=species:S:1:pos:R:3:forces:R:3 method="wB97M-V/def2-TZVPD" gap_ev=5.8306 homo_energy_ev=-2.10 e_lumo_ev=3.73 total_charge=-2 energy_ev=-104135.0832
C -3.9079 -2.9969 3.3686 -0.287 0.101 -0.036
H -2.9802 -5.6470 -3.9079 0.037 0.071 0.094
H -0.8540 3.1164 -0.2249 -0.103 0.008 -0.002
S -1.1880 -5.9707 -0.7988 -0.055 0.145 -0.040
H 2.3221 5.7018 0.4778 -0.014 0.050 -0.021
H -3.0031 3.2547 -3.9443 0.001 -0.089 0.052
C 4.2140 -0.9331 3.4711 0.032 0.331 0.762
C 3.0724 -0.1290 3.6031 0.456 0.097 -0.174
C -1.9281 3.4527 -2.0836 -0.648 -0.387 -1.280
C -2.2691 7.1851 -2.6736 0.256 -0.350 0.424
C -2.4626 5.8127 -3.0101 0.266 -0.170 0.428
H -1.3030 8.2490 -0.9968 -0.036 -0.110 -0.047
C -1.8864 -2.7960 4.7351 0.030 0.057 -0.049
N -1.3362 -1.4663 -1.0599 1.047 -3.679 -2.575
C -3.1375 -0.7675 -4.1778 -0.631 2.528 -1.124
C -1.9259 -5.0797 -2.0793 -0.196 -0.351 -0.334
N -1.3630 -1.4083 1.5637 1.290 -2.760 2.139
C 2.9074 0.6463 4.7583 0.636 -0.395 0.020
H -3.0031 -3.4013 -3.9443 0.020 0.088 0.058
N -1.3362 1.3196 -1.0599 0.577 3.115 -2.978
H 2.5754 1.5423 -0.5187 -0.104 -0.183 -0.034
O -3.1969 0.3122 2.3180 0.528 0.497 -0.628
C -1.3511 -2.8239 -1.0854 0.522 2.227 0.654
C 5.0174 -0.1664 5.6237 -0.281 0.011 -0.327
H 2.1700 -3.6623 -1.6608 -0.050 -0.032 -0.031
C -2.4627 -5.9593 -3.0100 0.277 0.197 0.441
C -1.5871 -7.4763 -1.4904 -0.205 -0.101 -0.427
H 3.7448 1.2319 6.6540 -0.014 0.016 0.037
N -1.3283 -2.9767 5.7358 -0.090 -0.017 -0.144
C -1.5873 7.3297 -1.4904 -0.207 0.080 -0.415
O -3.1970 2.0160 0.6144 0.443 0.024 -0.283
H -0.8540 -3.2630 -0.2249 -0.146 -0.113 -0.066
C 3.8776 0.6295 5.7647 0.043 -0.267 -0.420
C 3.9052 -0.6822 0.1162 -0.414 -0.689 -0.219
H 0.7481 -0.0733 -0.9331 0.568 0.338 0.217
C 5.1843 -0.9489 4.4781 -0.446 0.292 0.129
C -1.9169 0.6284 -2.0649 0.180 2.459 -0.416
H -2.9800 5.5004 -3.9081 0.037 -0.069 0.090
Sb 1.5450 -0.0733 2.0815 0.223 -0.087 0.200
C -2.2691 -7.3318 -2.6735 0.277 0.368 0.452
H 6.0643 -1.5698 4.3711 0.043 -0.038 -0.006
C -2.5270 -2.8764 -3.1205 0.260 -0.444 0.442
C 2.1864 4.6638 0.7529 -0.056 -0.424 0.103
C 1.9936 -2.1473 -0.1420 0.862 -0.237 -0.191
H 1.1169 2.7537 3.3476 -0.132 -0.006 0.059
C -1.9168 -0.7750 -2.0649 0.104 -2.275 -0.818
C 2.6546 -2.8305 -1.1665 0.052 0.341 0.498
H -3.6131 1.1499 -5.0010 0.083 0.037 0.170
C 2.6147 -1.0727 0.5032 1.025 0.080 0.235
C 2.5069 3.6510 -0.1553 -0.240 -0.068 0.533
H -2.6136 8.0205 -3.2708 0.006 -0.101 0.027
S -2.4864 0.8266 1.1286 -7.384 2.307 4.246
C -2.5320 1.3220 -3.1295 0.443 1.018 0.685
H 4.4520 -2.9707 -2.3438 0.028 -0.012 -0.039
H 1.4311 5.1189 2.7174 -0.039 0.028 0.026
C -1.9280 -3.5993 -2.0836 -0.826 0.376 -1.174
C -1.9259 4.9331 -2.0793 -0.184 0.293 -0.284
H -2.6137 -8.1671 -3.2707 0.008 0.105 0.036
C -1.9055 -1.9345 2.4435 -0.008 -0.217 0.253
O -1.1081 1.2883 1.5903 0.120 -1.010 -1.401
C -3.1375 0.6209 -4.1777 -0.571 -2.532 -1.014
H 4.3953 0.1469 0.6099 0.021 0.050 0.046
C 3.9408 -2.4402 -1.5508 -0.099 0.402 0.344
H 0.9987 -2.4538 0.1535 0.040 0.043 0.016
N -5.0086 -3.3424 3.2479 0.350 -0.030 0.079
C 4.5660 -1.3657 -0.9102 -0.443 -0.241 -0.076
C -2.5320 -1.4687 -3.1295 0.489 -0.992 0.786
H -1.3028 -8.3956 -0.9968 -0.040 0.122 -0.041
C 1.5100 2.9956 2.3708 0.287 0.141 -0.600
C 1.6851 4.3357 2.0150 0.125 -0.354 -0.305
C -1.3511 2.6773 -1.0854 0.639 -2.219 0.714
C 2.3311 2.3091 0.1997 -0.057 0.584 0.406
H 5.5619 -1.0645 -1.2084 0.063 0.026 -0.033
S -1.1882 5.8241 -0.7987 -0.055 -0.178 -0.022
H 5.7682 -0.1800 6.4031 0.027 0.002 0.036
H 2.8897 3.9059 -1.1350 -0.001 -0.008 -0.061
H 2.0274 1.2610 4.8809 -0.103 0.037 0.028
C 1.8383 1.9745 1.4698 0.530 0.146 -0.095
H -3.6131 -1.2965 -5.0010 0.086 -0.041 0.173
Mg -0.5920 -0.0733 0.2287 2.044 -0.795 -0.730
O -2.5698 -0.2502 0.0518 -1.842 2.380 2.888
C -2.5666 -2.5758 3.5158 0.282 0.077 -0.469
H 4.3569 -1.5519 2.5992 -0.038 -0.021 -0.148
C -2.5270 2.7298 -3.1205 0.285 0.396 0.550